{
  "formula": "C20H17NO7",
  "method": "ωB97M-V/def2-TZVPD",
  "species": ["C", "H", "H", "H", "O", "C", "O", "C", "C", "C", "C", "C", "C", "H", "C", "O", "O", "C", "H", "H", "H", "H", "N", "C", "O", "C", "C", "C", "C", "C", "C", "C", "C", "H", "O", "C", "O", "H", "H", "H", "H", "H", "H", "H", "H"],
  "coordinates": [[-6.616, -0.650, -1.637], [-6.385, -1.158, -2.575], [-7.226, 0.231, -1.818], [-7.137, -1.350, -0.980], [-5.423, -0.189, -1.019], [-4.527, -1.136, -0.706], [-4.699, -2.307, -0.929], [-3.311, -0.576, -0.058], [-3.130, 0.796, 0.078], [-1.985, 1.299, 0.692], [-1.049, 0.409, 1.215], [-1.207, -0.959, 1.035], [-2.339, -1.458, 0.399], [-2.466, -2.521, 0.268], [-0.161, -1.913, 1.492], [-0.300, -3.108, 1.541], [0.981, -1.287, 1.812], [2.060, -2.118, 2.217], [2.952, -1.497, 2.194], [1.885, -2.499, 3.225], [2.159, -2.964, 1.534], [-0.194, 0.771, 1.759], [-1.826, 2.679, 0.792], [-0.678, 3.435, 0.853], [-0.749, 4.620, 1.097], [0.595, 2.735, 0.575], [0.792, 1.984, -0.512], [1.993, 1.226, -0.816], [2.195, 0.760, -2.114], [3.294, -0.015, -2.464], [4.181, -0.330, -1.462], [3.983, 0.119, -0.153], [2.913, 0.898, 0.195], [2.774, 1.217, 1.212], [4.989, -0.362, 0.646], [5.841, -1.099, -0.206], [5.317, -1.087, -1.517], [6.845, -0.647, -0.207], [5.911, -2.138, 0.153], [3.444, -0.366, -3.471], [1.477, 1.016, -2.878], [-0.005, 1.891, -1.239], [1.390, 2.946, 1.274], [-2.678, 3.229, 0.807], [-3.881, 1.472, -0.302]],
  "nbo_charge": [-0.2587, 0.1952, 0.1956, 0.1960, -0.5098, 0.7757, -0.5819, -0.1704, -0.2050, 0.2240, -0.1981, -0.1719, -0.0846, 0.2498, 0.7786, -0.5818, -0.5111, -0.2623, 0.1979, 0.1916, 0.2015, 0.2402, -0.6374, 0.6514, -0.5798, -0.3079, -0.1229, -0.0939, -0.1726, -0.2570, 0.2337, 0.2964, -0.2616, 0.2265, -0.4938, 0.2358, -0.4704, 0.1604, 0.1608, 0.2326, 0.2152, 0.2094, 0.2239, 0.4109, 0.2300],
  "total_charge": 0,
  "homo_energy_ev": -8.25,
  "smiles": "COC(=O)c1cc(NC(=O)/C=C/c2ccc3c(c2)OCO3)cc(C(=O)OC)c1",
  "e_lumo_ev": -0.02,
  "energy_ev": -36838.352,
  "orbital_gap_ev": 8.227
}



{
  "formula": "C20H17NOS",
  "method": "ωB97M-V/def2-TZVPD",
  "species": ["O", "C", "N", "C", "C", "C", "C", "C", "C", "H", "H", "C", "H", "H", "S", "C", "C", "C", "C", "C", "C", "H", "H", "H", "H", "H", "H", "H", "H", "C", "C", "C", "C", "C", "C", "H", "H", "H", "H", "H"],
  "coordinates": [[-2.547, -0.851, 1.938], [-2.826, -0.514, 0.807], [-1.970, -0.584, -0.257], [-0.641, -1.008, -0.290], [0.076, -1.350, 0.853], [1.392, -1.753, 0.744], [2.025, -1.823, -0.490], [1.305, -1.479, -1.628], [-0.012, -1.078, -1.532], [-0.559, -0.815, -2.427], [1.774, -1.532, -2.601], [3.449, -2.270, -0.602], [3.871, -2.050, -1.584], [3.531, -3.344, -0.422], [4.552, -1.563, 0.676], [4.498, 0.184, 0.419], [5.150, 0.961, 1.374], [5.172, 2.335, 1.251], [4.543, 2.950, 0.179], [3.898, 2.176, -0.768], [3.874, 0.796, -0.657], [3.364, 0.216, -1.408], [3.405, 2.645, -1.607], [4.557, 4.025, 0.085], [5.680, 2.930, 1.996], [5.635, 0.473, 2.206], [1.944, -2.012, 1.636], [-0.402, -1.301, 1.817], [-2.355, -0.344, -1.161], [-4.180, 0.002, 0.446], [-4.382, 0.987, -0.518], [-5.661, 1.439, -0.788], [-6.746, 0.913, -0.108], [-6.551, -0.056, 0.862], [-5.273, -0.502, 1.144], [-5.099, -1.248, 1.906], [-7.394, -0.460, 1.402], [-7.743, 1.266, -0.328], [-5.811, 2.209, -1.531], [-3.543, 1.431, -1.035]],
  "nbo_charge": [-0.5970, 0.6709, -0.5969, 0.1398, -0.1823, -0.2022, -0.0727, -0.1924, -0.2448, 0.2048, 0.2102, -0.5383, 0.2238, 0.2440, 0.2562, -0.1768, -0.2322, -0.1936, -0.2304, -0.2108, -0.1926, 0.2067, 0.2112, 0.2129, 0.2142, 0.2177, 0.2253, 0.2487, 0.4001, -0.1540, -0.1570, -0.2278, -0.1959, -0.2061, -0.1697, 0.2352, 0.2175, 0.2160, 0.2154, 0.2032],
  "total_charge": 0,
  "homo_energy_ev": -8.05,
  "smiles": "O=C(Nc1ccc(CSc2ccccc2)cc1)c1ccccc1",
  "e_lumo_ev": 0.54,
  "de_lowest_kj_mol": 28.44,
  "energy_ev": -35389.600,
  "orbital_gap_ev": 8.594
}



{
  "formula": "C20H18BBrIrN5S",
  "method": "ωB97M-V/def2-TZVPD",
  "species": ["Ir", "S", "C", "N", "N", "C", "C", "C", "C", "C", "C", "N", "N", "C", "C", "C", "C", "C", "C", "H", "H", "H", "H", "H", "H", "H", "H", "H", "H", "H", "B", "C", "N", "H", "H", "H", "Br", "C", "C", "C", "C", "C", "C", "H", "H", "H", "H"],
  "coordinates": [[-0.640, -1.519, 1.408], [1.889, -0.927, 1.604], [1.407, -0.380, 0.013], [2.125, 0.382, -0.765], [3.341, 0.701, -0.360], [4.124, 1.627, -0.981], [5.389, 1.918, -0.453], [6.171, 2.882, -1.052], [5.714, 3.566, -2.172], [4.465, 3.266, -2.701], [3.671, 2.300, -2.124], [0.178, -0.839, -0.318], [-0.272, -0.622, -1.529], [-1.419, -1.145, -1.973], [-1.781, -0.890, -3.316], [-2.983, -1.332, -3.817], [-3.875, -2.037, -3.015], [-3.532, -2.318, -1.698], [-2.321, -1.911, -1.196], [3.686, 0.266, 0.502], [5.736, 1.377, 0.416], [7.143, 3.112, -0.645], [6.330, 4.320, -2.640], [4.105, 3.797, -3.568], [2.704, 2.043, -2.525], [-1.090, -0.335, -3.928], [-3.233, -1.119, -4.846], [-4.826, -2.370, -3.403], [-4.229, -2.851, -1.067], [-2.049, -2.158, -0.159], [-1.604, -5.021, 4.037], [-1.410, -3.671, 3.376], [-1.254, -2.664, 2.802], [-0.945, -5.109, 5.026], [-2.758, -5.221, 4.257], [-1.205, -5.782, 3.194], [-3.792, 4.288, 2.659], [-2.920, 2.631, 2.325], [-1.622, 2.449, 2.770], [-0.995, 1.238, 2.530], [-1.650, 0.208, 1.850], [-2.962, 0.426, 1.423], [-3.601, 1.631, 1.655], [-1.114, 3.243, 3.295], [0.020, 1.103, 2.885], [-3.505, -0.350, 0.902], [-4.615, 1.794, 1.321]],
  "nbo_charge": [0.8658, -0.0698, 0.1203, -0.1862, -0.3641, 0.2218, -0.2694, -0.1879, -0.2317, -0.1839, -0.2674, -0.2399, -0.1481, 0.1373, -0.1725, -0.2120, -0.1686, -0.2030, -0.1877, 0.3810, 0.2116, 0.2182, 0.2165, 0.2170, 0.2374, 0.2335, 0.2255, 0.2250, 0.2288, 0.1605, -0.6325, 0.5120, -0.6808, 0.0415, 0.0430, 0.0397, 0.0527, -0.0843, -0.2180, -0.2531, -0.0776, -0.2090, -0.2464, 0.2317, 0.2324, 0.2086, 0.2322],
  "total_charge": 0,
  "homo_energy_ev": [-8.13, -7.95],
  "e_lumo_ev": [-2.61, -2.61],
  "de_lowest_kj_mol": 140.18,
  "energy_ev": -112870.900,
  "orbital_gap_ev": [5.521, 5.339]
}



{
  "formula": "C20H18BF5N10O2RhS",
  "method": "ωB97M-V/def2-TZVPD",
  "species": ["Rh", "C", "C", "N", "N", "C", "B", "N", "C", "C", "C", "N", "N", "C", "C", "C", "N", "N", "C", "C", "C", "N", "H", "H", "H", "H", "H", "H", "H", "H", "H", "H", "H", "H", "C", "O", "C", "O", "N", "N", "H", "H", "H", "H", "H", "H", "F", "C", "C", "F", "C", "F", "C", "S", "C", "F", "C", "F"],
  "coordinates": [[-0.445, -0.485, 0.403], [1.077, -4.113, -1.173], [0.102, -3.407, -0.486], [0.346, -2.096, -0.566], [1.483, -1.943, -1.279], [1.933, -3.143, -1.664], [2.029, -0.513, -1.530], [2.412, 0.010, -0.115], [3.572, 0.223, 0.520], [3.309, 0.544, 1.840], [1.929, 0.482, 1.954], [1.403, 0.162, 0.767], [0.835, 0.363, -2.014], [0.817, 1.214, -3.048], [-0.407, 1.858, -3.069], [-1.102, 1.336, -1.987], [-0.348, 0.420, -1.372], [3.127, -0.455, -2.530], [4.197, 0.380, -2.658], [4.745, 0.169, -3.890], [3.924, -0.818, -4.467], [2.946, -1.185, -3.665], [1.143, -5.176, -1.309], [-0.751, -3.812, 0.031], [2.808, -3.219, -2.284], [4.511, 0.119, 0.008], [4.020, 0.784, 2.608], [1.305, 0.647, 2.814], [1.663, 1.287, -3.709], [-0.754, 2.583, -3.781], [-2.108, 1.541, -1.666], [4.472, 1.086, -1.896], [5.604, 0.653, -4.316], [4.010, -1.274, -5.439], [-0.888, -2.144, 4.856], [-1.957, -2.100, 3.863], [-1.648, -1.719, 2.668], [-0.507, -1.402, 2.293], [-2.706, -1.660, 1.814], [-2.362, -1.558, 0.446], [-1.368, -2.506, 5.757], [-0.492, -1.142, 5.001], [-0.113, -2.827, 4.521], [-3.577, -2.108, 2.071], [-3.100, -1.083, -0.068], [-2.249, -2.490, 0.051], [-5.734, 4.835, 1.071], [-4.694, 4.061, 1.185], [-3.622, 4.443, 1.989], [-3.660, 5.588, 2.632], [-2.534, 3.605, 2.096], [-1.527, 3.972, 2.857], [-2.459, 2.359, 1.401], [-1.051, 1.461, 1.656], [-3.581, 2.018, 0.609], [-3.601, 0.849, -0.045], [-4.671, 2.836, 0.494], [-5.703, 2.491, -0.245]],
  "lowdin_spin": [0.0231, 0.0000, 0.0003, -0.0012, -0.0003, -0.0001, 0.0001, 0.0002, 0.0008, -0.0001, 0.0021, 0.0066, 0.0001, 0.0000, -0.0001, 0.0011, 0.0021, 0.0000, 0.0000, 0.0000, 0.0000, 0.0000, 0.0000, 0.0000, 0.0000, 0.0000, 0.0000, -0.0001, 0.0000, 0.0000, 0.0000, 0.0000, 0.0000, 0.0000, 0.0002, 0.0007, 0.0066, 0.0106, 0.0015, 0.0008, 0.0000, 0.0001, 0.0000, 0.0000, 0.0000, 0.0000, 0.0529, 0.1369, -0.0105, -0.0124, 0.0959, 0.0277, 0.1000, 0.4726, 0.0574, 0.0139, 0.0132, -0.0027],
  "spin_multiplicity": 2,
  "total_charge": 2,
  "homo_energy_ev": [-14.05, -14.05],
  "e_lumo_ev": [-6.29, -9.17],
  "de_lowest_kj_mol": 12.43,
  "energy_ev": -68122.255,
  "orbital_gap_ev": [7.753, 4.874]
}



{
  "formula": "C20H18ClN3O3",
  "method": "ωB97M-V/def2-TZVPD",
  "species": ["C", "H", "O", "C", "C", "N", "C", "O", "C", "C", "C", "C", "C", "C", "C", "C", "H", "N", "C", "O", "C", "C", "C", "C", "C", "C", "H", "H", "H", "H", "Cl", "H", "H", "H", "H", "H", "C", "N", "H", "H", "H", "H", "H", "H", "H"],
  "coordinates": [[-6.071, -3.301, -0.284], [-5.985, -2.992, 0.763], [-5.447, -2.394, -1.161], [-6.061, -1.129, -1.240], [-5.750, -0.235, -0.032], [-4.324, -0.083, 0.121], [-3.710, 1.115, 0.029], [-4.306, 2.168, -0.074], [-2.208, 1.063, 0.098], [-1.543, 2.234, -0.029], [-0.129, 2.511, -0.010], [0.285, 3.849, -0.055], [1.629, 4.164, -0.030], [2.592, 3.172, 0.034], [2.198, 1.835, 0.072], [0.846, 1.514, 0.049], [0.552, 0.477, 0.071], [3.107, 0.777, 0.136], [4.473, 0.822, 0.163], [5.137, 1.832, 0.131], [5.073, -0.549, 0.265], [6.080, -0.961, -0.606], [6.663, -2.212, -0.471], [6.252, -3.055, 0.545], [5.256, -2.658, 1.422], [4.669, -1.414, 1.279], [3.904, -1.096, 1.973], [4.937, -3.315, 2.216], [6.713, -4.026, 0.652], [7.435, -2.513, -1.161], [6.585, 0.071, -1.891], [2.683, -0.142, 0.145], [3.640, 3.421, 0.051], [1.939, 5.198, -0.062], [-0.456, 4.632, -0.104], [-2.189, 3.098, -0.158], [-1.627, -0.198, 0.308], [-1.223, -1.259, 0.492], [-3.783, -0.936, 0.096], [-6.175, 0.759, -0.181], [-6.171, -0.669, 0.882], [-7.150, -1.231, -1.350], [-5.653, -0.669, -2.144], [-7.132, -3.422, -0.533], [-5.557, -4.251, -0.417]],
  "nbo_charge": [-0.2528, 0.1628, -0.5399, -0.0683, -0.2591, -0.6062, 0.6698, -0.6289, -0.2960, -0.0124, -0.1033, -0.1746, -0.1985, -0.2288, 0.2360, -0.2361, 0.2199, -0.6188, 0.6709, -0.5767, -0.1681, 0.0009, -0.2262, -0.1838, -0.2147, -0.1817, 0.2209, 0.2212, 0.2211, 0.2311, 0.0350, 0.4086, 0.2593, 0.2209, 0.2154, 0.2463, 0.2763, -0.3265, 0.4155, 0.2442, 0.1937, 0.1696, 0.1954, 0.1672, 0.1997],
  "total_charge": 0,
  "homo_energy_ev": -8.84,
  "smiles": "COCCNC(=O)/C(C#N)=C/c1cccc(NC(=O)c2ccccc2Cl)c1",
  "e_lumo_ev": -0.69,
  "de_lowest_kj_mol": 0.00,
  "energy_ev": -44167.511,
  "orbital_gap_ev": 8.149
}



{
  "formula": "C20H18F2N4O4",
  "method": "ωB97M-V/def2-TZVPD",
  "species": ["C", "H", "H", "H", "C", "N", "C", "H", "H", "C", "O", "N", "C", "C", "C", "C", "C", "C", "H", "O", "C", "F", "F", "O", "H", "H", "H", "C", "C", "N", "C", "C", "C", "C", "C", "C", "C", "O", "N", "H", "H", "H", "H", "H", "H", "H", "H", "H"],
  "coordinates": [[0.849, 2.995, -3.127], [0.426, 2.043, -3.437], [1.067, 3.575, -4.020], [0.101, 3.532, -2.549], [2.137, 2.811, -2.317], [2.044, 2.026, -1.101], [1.081, 2.544, -0.146], [0.037, 2.363, -0.449], [1.251, 3.621, -0.082], [1.291, 1.975, 1.261], [1.977, 2.526, 2.090], [0.595, 0.820, 1.451], [0.536, 0.017, 2.584], [1.120, 0.380, 3.799], [1.035, -0.433, 4.921], [0.349, -1.615, 4.784], [-0.232, -1.983, 3.575], [-0.158, -1.197, 2.457], [-0.607, -1.498, 1.525], [-0.845, -3.215, 3.745], [-0.625, -3.562, 5.044], [-0.001, -4.762, 5.103], [-1.805, -3.781, 5.671], [0.094, -2.622, 5.708], [1.486, -0.151, 5.856], [1.651, 1.316, 3.857], [0.116, 0.444, 0.619], [2.078, 0.588, -1.268], [0.809, -0.029, -1.811], [-0.239, -0.070, -1.064], [-1.410, -0.581, -1.576], [-2.547, -0.614, -0.764], [-3.725, -1.129, -1.256], [-3.801, -1.617, -2.559], [-2.691, -1.586, -3.374], [-1.488, -1.069, -2.893], [-0.300, -1.029, -3.739], [-0.210, -1.406, -4.885], [0.812, -0.479, -3.094], [1.662, -0.433, -3.646], [-2.720, -1.955, -4.388], [-4.732, -2.018, -2.928], [-4.601, -1.155, -0.625], [-2.483, -0.229, 0.243], [2.912, 0.353, -1.934], [2.292, 0.144, -0.291], [2.507, 3.798, -2.025], [2.901, 2.348, -2.947]],
  "nbo_charge": [-0.6369, 0.1984, 0.2216, 0.2097, -0.2078, -0.4193, -0.3130, 0.1867, 0.2296, 0.6773, -0.5987, -0.6553, 0.1676, -0.2425, -0.2252, 0.1916, 0.3080, -0.3146, 0.2301, -0.4702, 1.0815, -0.3256, -0.3261, -0.4568, 0.2357, 0.2634, 0.4440, -0.2648, 0.4773, -0.5706, 0.2520, -0.2367, -0.1685, -0.2227, -0.1316, -0.2349, 0.6669, -0.5813, -0.6048, 0.4254, 0.2389, 0.2221, 0.2219, 0.2224, 0.2066, 0.2374, 0.2017, 0.1900],
  "total_charge": 0,
  "homo_energy_ev": -8.36,
  "smiles": "CCN(CC(=O)Nc1ccc2c(c1)OC(F)(F)O2)Cc1nc2ccccc2c(=O)[nH]1",
  "e_lumo_ev": 0.02,
  "energy_ev": -40619.278,
  "orbital_gap_ev": 8.379
}